Below is a cluster of 9 separate species, C34H91N13O14 in total at a distorted geometry, with properties calculated with ωB97M-V with the def2-TZVPD basis set.

Last column: Löwdin charge in e.
Geometry (Å):
C: 7.1767 -21.7468 -1.1527  -0.114
O: 6.4575 -21.0736 -0.1672  -0.176
C: 7.1896 -20.8374 1.0225  -0.222
C: 6.2828 -20.0681 1.9341  -0.218
N: 6.9696 -19.7477 3.1825  -0.046
C: 6.3195 -18.6874 3.9735  -0.184
C: 4.8721 -19.0596 4.3709  -0.191
O: 4.9183 -20.3781 4.9818  -0.235
C: 3.6357 -20.7336 5.5275  -0.083
H: 7.6039 -22.6998 -0.8669  0.083
H: 8.0055 -21.1731 -1.5566  0.089
H: 6.5021 -21.8657 -1.9849  0.061
H: 8.0850 -20.2412 0.8087  0.132
H: 7.5244 -21.7252 1.5697  0.115
H: 5.3243 -20.5851 2.1049  0.094
H: 6.1309 -19.1468 1.3619  0.135
H: 6.9017 -20.5826 3.7963  0.087
H: 6.3019 -17.7548 3.4163  0.113
H: 6.8771 -18.4457 4.8719  0.110
H: 4.2665 -19.1246 3.4647  0.103
H: 4.3005 -18.4683 5.1027  0.120
H: 3.7404 -21.7324 5.8398  0.060
H: 2.8373 -20.6599 4.7767  0.080
H: 3.4895 -20.0726 6.3773  0.089
C: 3.4624 -26.0032 -5.7754  -0.134
O: 3.4912 -27.1927 -5.0701  -0.186
C: 2.8604 -27.1523 -3.7882  -0.204
C: 3.0254 -28.5190 -3.1960  -0.229
N: 4.4199 -28.8154 -3.0893  -0.065
C: 4.6379 -30.0766 -2.4027  -0.196
C: 6.0826 -30.4956 -2.4748  -0.205
O: 6.3374 -30.8125 -3.8573  -0.198
C: 7.6394 -31.1474 -4.1646  -0.138
H: 3.7928 -26.1903 -6.8009  0.087
H: 4.1715 -25.2286 -5.4626  0.079
H: 2.4281 -25.6736 -5.8646  0.088
H: 1.8002 -26.8516 -3.8481  0.131
H: 3.3362 -26.4328 -3.1143  0.111
H: 2.4073 -29.2849 -3.6998  0.132
H: 2.6910 -28.4932 -2.1478  0.098
H: 4.7920 -28.6823 -4.0156  0.107
H: 4.0247 -30.9381 -2.7675  0.139
H: 4.3547 -29.7801 -1.3999  0.101
H: 6.2632 -31.3881 -1.8615  0.118
H: 6.7486 -29.7140 -2.0738  0.106
H: 8.0542 -31.8624 -3.4396  0.088
H: 8.2431 -30.2198 -4.1582  0.086
H: 7.6068 -31.5892 -5.1757  0.095
C: 9.0785 -23.4949 3.9201  -0.087
O: 7.8136 -24.0216 3.5878  -0.219
C: 6.7356 -23.4264 4.2253  -0.245
C: 5.9142 -24.4738 4.9626  -0.204
N: 6.6240 -25.1135 6.0483  -0.057
C: 5.8364 -26.0270 6.8543  -0.235
C: 6.6197 -26.7665 7.8277  -0.256
O: 7.0686 -25.9012 8.8403  -0.163
C: 8.2210 -26.3979 9.4334  -0.132
H: 9.1822 -23.4594 4.9976  0.089
H: 9.2137 -22.4888 3.5514  0.073
H: 9.8071 -24.0348 3.2970  0.103
H: 6.0860 -23.0341 3.4216  0.110
H: 6.9990 -22.5868 4.8747  0.122
H: 5.7371 -25.2574 4.2270  0.107
H: 4.9761 -24.0183 5.3389  0.122
H: 7.0704 -24.4524 6.6706  0.116
H: 5.3608 -26.7049 6.1420  0.131
H: 4.9975 -25.4815 7.3033  0.128
H: 7.5097 -27.2307 7.3569  0.123
H: 5.9310 -27.5721 8.1945  0.143
H: 8.1462 -27.4131 9.8268  0.095
H: 8.4129 -25.8037 10.3221  0.088
H: 9.0808 -26.2551 8.8209  0.078
C: 4.6541 -21.7508 -3.8771  -0.083
O: 4.2506 -22.0418 -2.5284  -0.210
C: 3.7102 -23.3110 -2.3827  -0.258
C: 3.0469 -23.4476 -1.0363  -0.169
N: 4.0663 -23.4801 0.0160  -0.050
C: 3.7301 -23.6854 1.4414  -0.173
C: 3.1249 -22.5025 2.0725  -0.245
O: 1.9107 -22.2202 1.4425  -0.166
C: 1.1822 -21.2503 2.0982  -0.124
H: 5.3524 -22.4584 -4.2070  0.062
H: 4.9086 -20.6867 -3.9280  0.102
H: 3.8320 -21.8983 -4.5910  0.088
H: 4.5094 -24.0430 -2.6302  0.113
H: 2.9686 -23.4257 -3.1911  0.121
H: 2.4400 -24.3418 -0.9532  0.123
H: 2.3432 -22.5966 -0.9177  0.124
H: 4.6238 -22.6334 -0.0872  0.093
H: 4.5548 -24.1199 2.0095  0.092
H: 2.9514 -24.4796 1.4679  0.140
H: 3.8117 -21.7006 1.9152  0.094
H: 2.9643 -22.5623 3.1269  0.110
H: 0.2783 -21.0486 1.5136  0.096
H: 1.6783 -20.2717 2.1621  0.090
H: 0.9000 -21.5864 3.0873  0.084
C: 10.2759 -27.5249 -0.1351  -0.104
O: 11.1819 -28.1808 -1.0192  -0.196
C: 10.6008 -29.3687 -1.6688  -0.182
C: 11.6181 -29.8869 -2.6673  -0.210
N: 11.6008 -29.0206 -3.8452  -0.063
C: 12.3116 -29.5438 -4.9849  -0.252
C: 13.6680 -30.0473 -4.7666  -0.248
O: 14.5136 -28.9419 -4.3755  -0.183
C: 15.6292 -29.4018 -3.5771  -0.081
H: 9.3985 -27.1508 -0.6825  0.079
H: 10.8428 -26.7352 0.3510  0.083
H: 9.9545 -28.1513 0.6974  0.059
H: 9.6410 -29.1354 -2.1305  0.108
H: 10.4691 -30.1765 -0.9300  0.122
H: 11.2004 -30.8203 -3.0492  0.121
H: 12.6049 -30.0430 -2.2875  0.104
H: 12.0970 -28.1631 -3.5745  0.116
H: 12.2884 -28.7587 -5.7300  0.120
H: 11.6216 -30.2824 -5.4331  0.127
H: 13.9885 -30.4803 -5.7192  0.123
H: 13.6930 -30.8921 -4.0784  0.113
H: 15.2595 -29.9336 -2.7155  0.073
H: 16.2146 -28.5148 -3.3939  0.088
H: 16.1393 -30.1767 -4.1256  0.076
N: 2.3398 -30.0334 0.9591  0.145
C: 2.6153 -28.6845 0.7195  -0.584
N: 3.7062 -28.2392 1.4728  0.158
O: 1.8387 -27.9762 -0.0206  -0.056
H: 3.0741 -30.7043 1.0983  0.066
H: 1.6509 -30.3559 0.3198  0.085
H: 4.3597 -28.9182 1.8600  0.091
H: 4.0856 -27.3333 1.2154  0.079
N: 9.3102 -27.3618 4.7123  0.161
C: 8.7916 -27.9061 3.5617  -0.588
N: 7.6063 -27.2504 3.1310  0.170
O: 9.2980 -28.8921 2.9791  -0.024
H: 8.8733 -26.5983 5.1658  0.059
H: 10.2049 -27.7675 4.9784  0.114
H: 7.5028 -26.2794 3.4071  0.048
H: 7.3560 -27.5027 2.1813  0.046
N: 7.4033 -30.1912 0.8476  0.183
C: 6.5523 -31.1342 1.2409  -0.656
N: 7.0561 -31.9762 2.2967  0.127
O: 5.4398 -31.3399 0.8115  0.015
H: 7.9976 -29.6419 1.4347  0.051
H: 6.9977 -29.5229 0.2140  0.045
H: 6.5246 -32.8338 2.3525  0.082
H: 7.8412 -31.7663 2.8942  0.080
N: 6.2846 -25.3594 0.2474  0.169
C: 6.5090 -26.5905 -0.3794  -0.609
N: 6.5025 -26.4917 -1.7341  0.180
O: 6.6328 -27.6728 0.2161  -0.035
H: 5.7765 -24.5998 -0.1822  0.046
H: 6.5713 -25.2024 1.2145  0.083
H: 6.0962 -27.3533 -2.1014  0.081
H: 6.3903 -25.6310 -2.2585  0.097

As for the molar mass: 906.18 g/mol. Its spin multiplicity is 1. The LUMO energy is 0.4601 eV. The total energy comes out at -84767.11844 eV. The HOMO energy is -8.4 eV. Its maximum force is 4.34 eV/Å. As for the SMILES: COCCNCCOC.COCCNCCOC.COCCNCCOC.COCCNCCOC.COCCNCCOC.NC(N)=O.NC(N)=O.NC(N)=O.NC(N)=O. The calculation puts the HOMO-LUMO gap at 8.85 eV.